(1)
DFT (the ωB97M-V functional and the def2-TZVPD basis) results for one molecule with the formula C29H50O2.

Each line ends with the Mulliken charge.
Element x y z (Å)
1 C -5.055 -3.285 1.894  -2.368
2 C -5.088 -2.183 0.866  1.811
3 C -5.020 -0.841 1.229  1.026
4 C -4.906 -0.416 2.666  -2.449
5 C -5.057 0.143 0.233  0.385
6 C -5.186 -0.204 -1.110  0.636
7 C -5.233 -1.548 -1.475  -0.583
8 C -5.344 -1.951 -2.915  -1.483
9 C -5.178 -2.526 -0.485  0.869
10 O -5.220 -3.839 -0.882  -0.714
11 C -5.271 0.860 -2.171  -1.057
12 C -5.429 2.250 -1.562  -1.387
13 C -4.560 2.406 -0.308  1.579
14 C -4.814 3.768 0.339  -2.286
15 C -3.068 2.207 -0.639  -0.623
16 C -2.169 2.249 0.596  -0.664
17 C -0.742 1.768 0.324  -1.283
18 C -0.610 0.297 -0.094  1.313
19 C -1.209 -0.649 0.945  -1.250
20 C 0.854 -0.055 -0.404  -1.552
21 C 1.799 -0.050 0.797  -0.483
22 C 3.228 -0.381 0.372  -1.011
23 C 4.198 -0.498 1.553  0.799
24 C 4.468 0.861 2.196  -1.872
25 C 5.505 -1.195 1.143  -1.318
26 C 6.330 -0.454 0.092  -0.137
27 C 7.600 -1.235 -0.245  -1.029
28 C 8.524 -0.571 -1.276  0.740
29 C 9.072 0.766 -0.781  -1.562
30 C 7.839 -0.396 -2.630  -1.570
31 O -4.973 1.443 0.657  -0.732
32 H -4.161 -3.902 1.773  0.424
33 H -5.043 -2.882 2.900  0.454
34 H -5.936 -3.925 1.805  0.470
35 H -4.834 0.665 2.718  0.333
36 H -4.021 -0.849 3.133  0.424
37 H -5.783 -0.727 3.232  0.515
38 H -4.539 -1.511 -3.502  0.316
39 H -6.290 -1.615 -3.337  0.306
40 H -5.292 -3.032 -2.998  0.389
41 H -5.160 -4.401 -0.102  0.304
42 H -6.124 0.653 -2.823  0.637
43 H -4.377 0.821 -2.803  0.260
44 H -5.175 3.020 -2.291  0.403
45 H -6.469 2.395 -1.261  0.427
46 H -4.426 4.562 -0.292  0.385
47 H -4.333 3.814 1.311  0.432
48 H -5.881 3.917 0.481  0.482
49 H -2.760 2.969 -1.357  0.637
50 H -2.957 1.231 -1.109  0.029
51 H -2.618 1.637 1.379  0.278
52 H -2.111 3.274 0.968  0.345
53 H -0.304 2.392 -0.460  0.341
54 H -0.163 1.927 1.235  0.402
55 H -1.159 0.153 -1.031  0.286
56 H -2.294 -0.585 0.943  -0.180
57 H -0.849 -0.409 1.943  0.317
58 H -0.938 -1.678 0.716  0.509
59 H 1.230 0.651 -1.149  0.401
60 H 0.878 -1.049 -0.858  0.374
61 H 1.466 -0.787 1.529  0.255
62 H 1.782 0.931 1.272  0.253
63 H 3.219 -1.331 -0.170  0.381
64 H 3.580 0.390 -0.316  0.372
65 H 3.727 -1.139 2.309  0.445
66 H 5.245 0.775 2.953  0.455
67 H 3.572 1.244 2.677  0.491
68 H 4.789 1.586 1.452  0.328
69 H 6.119 -1.332 2.038  0.453
70 H 5.262 -2.190 0.761  0.390
71 H 6.600 0.530 0.473  0.218
72 H 5.734 -0.325 -0.810  0.188
73 H 8.170 -1.391 0.676  0.371
74 H 7.315 -2.221 -0.621  0.376
75 H 9.374 -1.250 -1.417  0.336
76 H 8.281 1.509 -0.716  0.302
77 H 9.524 0.654 0.202  0.366
78 H 9.829 1.139 -1.467  0.450
79 H 7.410 -1.336 -2.969  0.370
80 H 7.046 0.345 -2.570  0.307
81 H 8.558 -0.060 -3.374  0.449

Its lowest unoccupied orbital energy is 0.704 eV. The HOMO-LUMO gap is 8.282 eV. The SMILES is Cc1c(C)c2c(c(C)c1O)CC[C@](C)(CCC[C@H](C)CCC[C@H](C)CCCC(C)C)O2. As for the multiplicity: 1.


(2)
DFT (the ωB97M-V functional and the def2-TZVPD basis) results for C16H32IN2O4P2Sn as an isolated structure.

Each line ends with the Mulliken charge.
Element x y z (Å)
1 C 0.388 0.122 -2.809  0.486
2 I 2.402 0.029 -3.138  0.185
3 H -0.279 0.440 -3.601  0.498
4 H 0.299 0.828 -1.978  -0.846
5 H 0.059 -0.862 -2.479  -0.350
6 Sn 0.045 -0.382 1.257  0.806
7 P 0.134 2.330 0.389  0.887
8 C -1.296 3.221 1.092  -0.792
9 C 1.565 3.002 1.316  -1.294
10 H 1.706 4.060 1.049  0.474
11 H 0.599 4.220 -1.065  0.456
12 H 2.466 2.436 1.039  0.474
13 H 1.156 2.691 -1.805  0.405
14 H -1.862 2.555 1.759  0.028
15 H 1.405 2.910 2.400  0.357
16 C 0.349 3.162 -1.228  -1.298
17 H -0.944 4.095 1.654  0.455
18 H -0.588 3.099 -1.799  0.480
19 H -1.944 3.545 0.267  0.433
20 P 0.276 -2.666 -0.240  0.888
21 C -1.035 -3.821 0.332  -1.068
22 C 0.505 -3.173 -1.972  -1.127
23 H 2.656 -2.726 0.110  0.420
24 H 1.917 -4.359 0.199  0.506
25 H 1.754 -3.231 1.600  0.353
26 C 1.812 -3.309 0.504  -1.226
27 H 1.271 -2.546 -2.446  0.250
28 H 0.836 -4.220 -1.998  0.460
29 H -0.597 -4.829 0.425  0.475
30 H -1.842 -3.831 -0.420  0.442
31 H -0.440 -3.081 -2.521  0.452
32 H -1.448 -3.514 1.307  0.189
33 C -2.492 -0.604 0.873  0.322
34 O -3.562 -0.999 0.989  -0.107
35 C -4.481 0.170 4.703  -1.307
36 C -3.199 0.598 5.397  -0.808
37 C -1.958 -0.249 5.091  1.919
38 C -0.658 0.234 5.822  -0.716
39 C -0.216 1.653 5.552  -1.216
40 C -2.178 -1.753 5.353  -0.065
41 O -3.134 -2.261 5.923  -0.502
42 N -1.128 -2.563 4.873  0.046
43 C -0.375 -2.258 3.726  0.159
44 O 0.436 -3.030 3.239  -0.558
45 N -0.701 -1.039 3.164  -0.363
46 C -1.688 -0.221 3.613  -0.005
47 O -2.251 0.541 2.784  -0.753
48 H -4.362 0.226 3.620  0.293
49 H -5.286 0.844 5.004  0.451
50 H -4.730 -0.851 4.995  0.348
51 H -2.966 1.635 5.124  0.371
52 H -3.337 0.583 6.485  0.458
53 H -0.833 0.075 6.892  0.507
54 H 0.148 -0.459 5.548  0.320
55 H -0.973 2.382 5.846  0.353
56 H 0.678 1.847 6.146  0.479
57 H 0.057 1.822 4.506  0.170
58 H -1.126 -3.541 5.125  0.346

As for the net charge: +3. Its lowest unoccupied orbital energy (alpha / beta) is -13.835 / -13.836 eV. The HOMO-LUMO gap (alpha / beta) is 3.998 / 3.997 eV. As for the multiplicity: 1.


(3)
DFT (the ωB97M-V functional and the def2-TZVPD basis) results for a 4-piece molecular cluster, CH10O4 overall.

Each line ends with the Mulliken charge.
Element x y z (Å)
1 C 0.103 0.968 3.732  -0.414
2 O 0.772 1.820 2.801  -0.516
3 H -0.910 0.772 3.381  0.205
4 H 0.037 1.440 4.718  0.246
5 H 0.687 0.063 3.817  0.185
6 H 0.322 2.668 2.787  0.289
7 O 1.897 -1.121 -5.253  -0.640
8 H 1.517 -0.798 -4.427  0.329
9 H 1.104 -1.280 -5.775  0.309
10 O -1.904 -1.942 3.389  -0.624
11 H -1.538 -2.565 2.754  0.315
12 H -2.108 -2.474 4.165  0.315
13 O -0.531 0.574 -4.212  -0.641
14 H -0.534 1.268 -3.529  0.322
15 H -1.280 0.029 -3.936  0.321

Its lowest unoccupied orbital energy is 0.534 eV. The HOMO-LUMO gap is 10.763 eV. The SMILES is CO.O.O.O. As for the multiplicity: 1.


(4)
DFT (the ωB97M-V functional and the def2-TZVPD basis) results for C4H10BrO6P2 as an isolated structure.

Each line ends with the Mulliken charge.
Element x y z (Å)
1 C 0.614 -1.605 2.005  -0.748
2 C -0.707 2.587 0.340  -0.556
3 C 1.199 -0.534 -2.101  -0.725
4 C -2.252 -0.053 -0.734  -0.735
5 O -2.327 -1.915 1.197  -0.735
6 O -0.780 -2.318 -0.904  -0.740
7 O 2.410 0.147 0.848  -0.756
8 O 0.062 -0.645 1.110  -0.048
9 O 0.474 1.852 0.769  -0.437
10 O 0.823 0.523 -1.188  -0.202
11 P -1.720 -1.515 -0.071  0.941
12 P 1.033 0.419 0.386  0.890
13 Br -3.863 0.657 -0.132  -0.240
14 H 1.222 -2.384 1.457  0.264
15 H -0.234 -2.056 2.384  0.336
16 H 1.042 -1.028 2.843  0.279
17 H -0.992 2.375 -0.761  0.245
18 H -0.274 3.533 0.559  0.308
19 H -1.417 2.541 1.113  0.257
20 H 0.466 -1.300 -2.075  0.354
21 H 2.179 -1.014 -1.887  0.276
22 H 1.226 -0.068 -3.046  0.268
23 H -1.942 -0.018 -1.730  0.506

As for the net charge: -1. Its lowest unoccupied orbital energy is 3.262 eV. The HOMO-LUMO gap is 6.871 eV. As for the multiplicity: 1.


In order of appearance, ΔE to the lowest compared entry with this formula, charge and spin = 0.213 0.000 0.906 0.824 eV.